Entry 1:
Entry from the OMol25 dataset: a cluster of 3 separate species, C5H17NO2 in total (ωB97M-V/def2-TZVPD).

Geometry as XYZ:
```
25
Properties=species:S:1:pos:R:3:forces:R:3:mulliken_charge:R:1
H 1.27288 -1.85433 2.59378 -0.096 -0.310 -0.013 0.332
H 1.37224 -0.33363 0.57879 -0.830 -0.346 -0.313 0.124
C 0.46155 -0.76518 -2.39639 -0.552 0.019 0.437 -1.621
H -1.96043 -1.26667 -1.21207 0.470 -0.409 0.243 0.343
H -0.59749 1.65094 0.88732 0.280 -0.227 -0.143 0.067
H 0.40753 -2.00621 1.37427 0.124 -0.341 0.175 0.243
O 0.91310 -2.53657 2.00286 0.012 0.597 -0.055 -0.623
O 0.68728 0.56811 2.94482 -0.070 -0.036 -0.151 -0.536
H 1.53574 1.31808 0.09695 0.303 -0.072 -0.025 0.457
H -1.10456 -1.18407 0.42635 0.150 0.015 -0.458 0.201
C 0.32300 0.38904 -1.41489 0.634 -0.142 -0.476 0.526
H -2.21951 1.82527 0.30911 -0.182 -0.507 -0.163 0.378
H 0.52678 0.84622 3.85433 0.073 -0.059 0.040 0.297
C -1.19278 1.69115 -0.02236 -0.856 1.374 -0.150 -0.618
H 2.35489 0.00408 -0.78345 -0.128 0.254 -0.204 0.398
C 1.42410 0.30800 -0.30105 0.463 0.691 0.375 -1.131
H 1.37344 -0.67304 -2.96380 0.316 0.013 0.002 0.436
H -0.35541 -0.84346 -3.09063 -0.421 0.320 -0.444 0.422
H -0.95410 2.62781 -0.52349 0.421 -0.197 -0.293 0.363
H -2.62746 -0.36805 0.10350 0.155 0.174 0.070 0.378
N -0.98890 0.52502 -0.83918 0.541 -0.547 2.262 0.297
C -1.67977 -0.66098 -0.34777 -1.170 0.225 -0.773 -0.630
H 0.05221 1.06982 2.42557 0.064 -0.007 0.334 0.238
H 0.53207 1.36503 -1.85144 -0.074 -0.072 -0.453 0.261
H 0.44360 -1.69638 -1.85112 0.372 -0.409 0.178 0.397
```
Positions in Å, forces in eV/Å.

Properties
**Energy relative to the best compared isomer or geometry (same formula, charge and spin)**: 0.4395 eV
**Gap between HOMO and LUMO (spin up / spin down)**: 0.42184 / 0.25433 Ha
**Charge**: +1
**E_HOMO (spin up / spin down)**: -14.45 / -14.45 eV
**2S+1**: 2


Entry 2:
Entry from the OMol25 dataset: a cluster of 12 separate species, H24O12 in total (ωB97M-V/def2-TZVPD).

Geometry as XYZ:
```
36
Properties=species:S:1:pos:R:3:forces:R:3:mulliken_charge:R:1
O 1.16004 -2.12750 2.22740 -0.039 0.113 -0.031 -0.589
O 2.95263 1.79550 -0.54690 -0.314 -0.184 0.010 -0.738
O -2.19759 4.19243 1.76699 0.146 0.225 -0.053 -0.617
H 2.18872 -0.89827 -1.81395 -0.075 -0.458 0.166 0.301
H 5.14000 -0.74031 -0.73265 0.027 -0.081 0.184 0.339
H 2.61107 -2.70735 0.54805 0.415 -0.261 -0.206 0.303
H -1.23999 4.20739 1.87547 -0.081 -0.173 0.022 0.308
H -3.33882 -2.10662 -0.52269 -0.292 -0.141 0.224 0.326
H -5.50123 0.49009 -1.84246 -0.011 -0.051 0.040 0.298
O -3.64241 -1.91216 1.58664 0.416 0.143 0.462 -0.626
O -5.06470 -0.29161 -1.48556 0.051 0.322 -0.139 -0.562
H 4.24541 0.46723 -0.50553 -0.073 0.158 0.016 0.367
H 2.87939 1.98213 0.39586 0.074 0.079 0.024 0.331
H -4.15777 -0.00398 -1.33152 -0.177 -0.045 0.040 0.262
H -2.48241 5.05908 2.07810 -0.070 -0.092 0.002 0.314
O 0.26846 3.30490 -0.56623 -0.047 -0.033 -0.227 -0.511
H 1.19167 -1.26824 -0.72811 0.230 -0.284 -0.575 0.449
H -0.84989 0.55861 -0.06816 0.034 -0.058 0.382 0.344
H 3.96645 -2.41571 1.17089 -0.008 -0.043 -0.066 0.320
H -3.65551 -2.87588 1.57949 -0.169 0.156 0.057 0.313
H 1.53139 -1.40875 2.75133 -0.054 -0.049 -0.003 0.318
O -3.94684 -2.78423 -0.83912 0.189 -0.463 -0.520 -0.593
H 0.66166 0.54402 0.09009 -0.258 -0.145 0.641 0.127
H -0.39567 -0.10460 -2.15304 -0.014 -0.125 -0.297 0.229
H 0.50005 0.91946 -1.47552 -0.367 0.392 -0.737 0.285
O 4.97420 -0.02382 -0.10965 0.181 -0.278 -0.083 -0.611
O 1.77295 -1.65795 -1.39085 1.515 -1.945 0.970 -0.599
H -0.42648 3.28841 -1.23389 -0.065 0.126 0.108 0.304
O -0.15543 0.58527 0.59967 0.012 0.014 0.547 -0.537
O 0.50884 0.03094 -1.84895 -1.536 2.506 -1.095 -0.603
O 3.51939 -3.02853 0.57626 0.232 -0.016 0.130 -0.592
H -3.63425 -3.59397 -0.42008 0.039 0.045 -0.249 0.261
H 0.34944 4.23708 -0.33501 0.108 -0.064 -0.068 0.269
H -2.96493 -1.69164 2.23578 -0.028 0.048 0.092 0.324
H 1.19293 -1.79891 1.32190 -0.258 0.106 0.239 0.190
H 2.03922 1.77747 -0.85404 0.263 0.553 -0.008 0.298
```
Positions in Å, forces in eV/Å.

Properties
**Energy relative to the best compared isomer or geometry (same formula, charge and spin)**: 4.5644 eV
**Structure (SMILES)**: O.O.O.O.O.O.O.O.O.O.O.O
**Gap between HOMO and LUMO**: 0.35013 Ha
**E_HOMO**: -10.29 eV


Entry 3:
Entry from the OMol25 dataset: a cluster of 2 separate species, C4H14N4 in total (ωB97M-V/def2-TZVPD).

Geometry as XYZ:
```
22
Properties=species:S:1:pos:R:3:forces:R:3:mulliken_charge:R:1
N -2.14016 1.20323 0.15830 -1.185 1.488 0.216 -0.032
H 4.16287 1.59614 0.60433 0.873 0.518 1.371 0.245
H 2.15599 0.08134 -0.85283 0.742 -0.826 -0.549 0.359
H -2.11530 -1.52340 0.91879 0.256 -0.620 0.910 0.297
H -1.84232 -1.59346 -0.76831 0.392 -2.517 -3.031 0.393
N 3.59525 1.36896 -0.15657 -0.683 -1.276 -1.979 -0.452
H 4.78979 -1.22881 0.42405 -0.355 0.660 0.063 0.339
N 3.86331 -1.20337 -0.01960 -2.550 -1.449 -2.102 -0.479
C -3.58370 0.92434 0.25591 -0.439 1.987 -2.622 -0.558
H 3.98685 -1.54471 -1.06859 -0.306 0.535 2.869 0.408
H -4.25348 1.58478 -0.40777 1.306 -1.153 0.450 0.342
H -3.86030 -0.62774 -1.15275 -0.463 0.210 0.828 0.394
N -3.60783 -0.50888 -0.15239 -2.094 -0.599 0.517 -0.148
H -1.72299 2.11351 0.31590 -0.605 0.315 -0.138 0.247
C -1.36343 0.22771 0.00418 2.008 -2.458 0.221 -0.180
H 3.19571 -1.83981 0.52772 1.675 0.338 -1.244 0.386
H 4.06414 1.60483 -1.05643 -0.782 -0.425 1.021 0.258
H -4.33899 -0.93660 0.50365 1.192 -0.006 -1.556 0.389
H -3.96926 1.13935 1.20624 -0.336 -0.487 1.741 0.356
C -2.20042 -1.03756 -0.01821 -0.139 3.831 2.464 -0.496
H 2.27944 0.06970 0.79350 0.082 -0.124 1.413 0.365
C 2.90483 0.13048 -0.05911 1.411 2.056 -0.863 -0.430
```
Positions in Å, forces in eV/Å.

Properties
**Energy relative to the best compared isomer or geometry (same formula, charge and spin)**: 3.0099 eV
**Gap between HOMO and LUMO**: 0.36743 Ha
**Charge**: +2
**E_HOMO**: -15.94 eV


Entry 4:
Entry from the OMol25 dataset: the molecule C3H3NO2S (ωB97M-V/def2-TZVPD).

Geometry as XYZ:
```
10
Properties=species:S:1:pos:R:3:forces:R:3:mulliken_charge:R:1
O 0.51990 0.96067 -0.00165 -0.185 -0.089 0.003 -0.329
N -0.99307 -0.84617 -0.00005 0.222 0.205 -0.024 -0.424
H 2.36528 1.94750 0.00783 0.193 0.259 -0.019 0.371
C 2.35229 -0.25560 -0.00158 0.161 0.474 0.012 -0.116
H 3.33836 -0.67734 -0.01124 0.030 -0.003 0.022 0.373
O 1.29263 -1.12143 0.00491 -0.323 -0.292 -0.063 -0.326
H -1.79346 1.36834 0.01592 -0.157 -0.151 -0.004 0.142
C 1.90056 0.98956 0.00050 0.116 -0.395 -0.009 -0.255
S -2.37204 0.14489 -0.00062 0.355 0.079 0.003 -0.136
C 0.16274 -0.35851 -0.00365 -0.413 -0.086 0.078 0.700
```
Positions in Å, forces in eV/Å.

Properties
**Energy relative to the best compared isomer or geometry (same formula, charge and spin)**: 2.6380 eV
**Structure (SMILES)**: SN=c1occo1
**Gap between HOMO and LUMO**: 0.32997 Ha
**E_HOMO**: -8.21 eV